[1]
ORCA calculation (ωB97M-V with the def2-TZVPD basis set) on C36H36NO9P3PdS as an isolated structure.

Calculated values
energy relative to the best compared isomer or geometry (same formula, charge and spin)	0.00	kJ/mol
frontier orbital gap (spin up / spin down)	0.2470 / 0.2624	Eh
molecular weight	858.1	g mol⁻¹
LUMO level (spin up / spin down)	-1.9 / -1.3	eV
2S+1	1
total charge	0

Structure (XYZ):
```
87
Properties=species:S:1:pos:R:3:forces:R:3
Pd -0.27085 0.16458 -0.31492 1.29 2.10 -1.58
C 3.57675 -2.60152 0.24818 -0.29 0.24 -0.01
C 2.60335 -1.54832 -0.26782 0.01 0.15 -0.10
C 2.65665 -1.40182 -1.78942 -0.34 0.12 0.27
C 2.81815 -0.20702 0.45338 0.24 -0.73 0.33
C 4.23465 0.38368 0.27368 -0.02 -0.69 0.34
O 4.01585 1.63558 -0.36232 -0.33 0.69 -0.20
C 2.68665 1.79308 -0.51002 -0.08 -0.63 0.27
N 1.95605 0.83218 -0.08692 -1.06 0.03 -0.55
C 2.26915 3.04688 -1.11562 -0.06 0.61 -0.40
C 3.27225 3.82968 -1.69732 -0.04 -0.22 0.15
C 2.99235 5.07018 -2.22852 -0.18 0.16 -0.04
C 1.69055 5.54348 -2.19082 0.21 -0.06 0.00
C 0.68735 4.76208 -1.64732 -0.16 -0.07 0.13
C 0.94295 3.50698 -1.09312 0.14 -0.34 -0.27
P -0.41335 2.57868 -0.24142 -0.04 -0.07 0.36
C -0.03895 3.08388 1.47538 -0.11 -0.31 0.01
C -0.49815 2.29898 2.52658 -0.10 -0.12 -0.03
C -0.27105 2.67168 3.83888 0.02 0.03 0.04
C 0.43055 3.83228 4.11658 -0.02 -0.06 -0.01
C 0.90395 4.61238 3.07358 0.09 0.13 0.02
C 0.67435 4.24698 1.75868 0.01 -0.05 -0.10
C -1.83985 3.58918 -0.74602 -0.02 -0.34 -0.26
C -2.56285 4.31658 0.18878 0.19 -0.08 -0.02
C -3.59035 5.14038 -0.23002 -0.01 0.10 0.01
C -3.89705 5.24528 -1.57712 0.00 -0.02 -0.01
C -3.19645 4.49478 -2.50832 -0.06 0.02 -0.10
C -2.17835 3.65508 -2.09462 0.10 -0.12 0.20
H 3.32265 -3.56802 -0.17362 0.01 -0.18 -0.05
H 3.50935 -2.67382 1.32888 0.04 -0.09 0.25
H 4.60325 -2.36932 -0.02092 0.22 0.01 -0.07
H 1.59325 -1.87122 0.00328 0.31 0.08 0.02
H 3.56425 -0.90402 -2.12562 0.21 0.06 -0.04
H 1.78815 -0.82822 -2.13422 0.24 -0.15 -0.10
H 2.61595 -2.38672 -2.24962 -0.04 -0.02 -0.09
H 2.54435 -0.33932 1.50518 0.14 -0.01 -0.10
H 4.87035 -0.21842 -0.38062 -0.08 0.05 0.10
H 4.75125 0.55498 1.22128 -0.06 0.02 -0.13
H 4.28085 3.44948 -1.71372 0.07 -0.01 0.02
H 3.77995 5.67148 -2.65682 0.08 0.01 -0.04
H 1.45305 6.52638 -2.57092 -0.03 0.04 -0.06
H -0.31615 5.15488 -1.62322 0.01 0.05 -0.01
H -1.05065 1.40088 2.31238 0.07 0.25 0.11
H -0.64705 2.04228 4.63118 0.01 -0.06 0.06
H 0.61605 4.12318 5.14048 0.01 0.05 0.07
H 1.46175 5.51248 3.28438 0.05 0.10 0.01
H 1.05475 4.86528 0.95898 0.02 0.09 0.02
H -2.31745 4.21928 1.23418 -0.05 0.05 0.12
H -4.14955 5.70778 0.49798 -0.06 0.05 0.08
H -4.68575 5.90768 -1.90042 -0.09 0.04 -0.04
H -3.44115 4.57128 -3.55732 -0.03 -0.03 -0.09
H -1.62125 3.06548 -2.81152 -0.02 -0.01 -0.11
O -4.45855 -0.14132 0.49218 0.16 0.45 0.02
P -2.88085 0.09048 0.45048 -1.20 0.24 1.10
O -2.34725 -0.49562 -0.83182 1.28 0.48 0.01
O -2.57115 1.51248 0.73598 -0.32 -0.26 0.27
O -2.44615 -0.88592 1.67228 0.19 0.22 -0.19
P -1.04285 -1.26522 2.40108 0.03 -0.17 0.59
O -1.20665 -0.51632 3.81618 0.15 0.26 -0.21
O -1.02605 -2.72982 2.59068 -0.12 -0.28 0.36
O 0.12135 -0.59412 1.71988 -0.25 0.01 0.16
H -4.66615 -1.03612 0.22678 -0.22 -0.44 -0.14
H -1.56005 -1.12922 4.45838 -0.19 -0.27 0.31
O -0.34815 -2.04272 -1.55772 0.31 0.67 -0.38
S -0.74165 -2.64112 -0.24422 -0.12 -2.40 -0.85
C 0.34915 -4.11032 -0.19492 0.18 0.23 0.45
C 0.85165 -4.58462 -1.39392 -0.10 0.17 -0.11
C 1.74265 -5.64422 -1.39412 -0.03 0.01 0.03
C 2.12515 -6.22302 -0.19332 0.04 -0.10 0.08
C 1.60625 -5.75122 1.00218 0.04 -0.06 -0.05
C 0.72065 -4.68472 1.00778 -0.09 0.04 0.13
C -2.17485 -3.69382 -0.56902 -0.24 0.19 0.18
C -2.60855 -3.89612 -1.86452 0.18 0.19 -0.09
C -3.64335 -4.78492 -2.10472 -0.01 -0.04 0.04
C -4.24315 -5.45002 -1.04642 -0.11 -0.04 -0.01
C -3.83165 -5.20512 0.25518 0.03 -0.01 -0.04
C -2.79095 -4.32502 0.49998 0.00 0.03 0.09
H 0.54565 -4.09862 -2.30732 0.03 0.03 -0.17
H 2.14455 -6.01352 -2.32652 0.01 -0.01 -0.08
H 2.83215 -7.04072 -0.18632 0.02 -0.06 -0.02
H 1.89655 -6.20952 1.93688 0.04 0.00 0.06
H 0.31985 -4.29022 1.92868 -0.03 0.05 0.11
H -2.12835 -3.35852 -2.66732 0.06 0.08 -0.12
H -3.97645 -4.95812 -3.11792 -0.03 -0.01 -0.06
H -5.03675 -6.15982 -1.23112 -0.08 -0.01 -0.04
H -4.31595 -5.70462 1.08248 -0.01 -0.04 0.03
H -2.44495 -4.12832 1.50258 0.04 0.04 0.17
```
Positions in Å, forces in eV/Å.

=====

[2]
ORCA calculation (ωB97M-V with the def2-TZVPD basis set) on a 2-piece molecular cluster, CH3O3 overall.

Calculated values
energy relative to the best compared isomer or geometry (same formula, charge and spin)	23.36	kJ/mol
frontier orbital gap	0.3333	Eh
molecular weight	63.0	g mol⁻¹
LUMO level	4.7	eV
2S+1	1
total charge	-1

Structure (XYZ):
```
7
Properties=species:S:1:pos:R:3:forces:R:3
O 0.25401 -1.89985 -1.05818 0.12 0.16 0.74
H -0.27213 -1.11665 -0.83841 -0.42 0.23 -0.42
O -1.42910 1.09863 0.29355 0.04 0.24 -0.07
C -0.21510 1.20925 0.53409 0.63 -0.75 0.11
O 0.63114 0.29676 0.74791 -0.26 0.11 -0.03
H 0.25799 2.22395 0.56041 -0.36 0.30 -0.02
H 0.77319 -1.81209 -0.23936 0.25 -0.29 -0.31
```
Positions in Å, forces in eV/Å.

=====

[3]
ORCA calculation (ωB97M-V with the def2-TZVPD basis set) on a 2-piece molecular cluster, C6H12O2 overall.

Calculated values
energy relative to the best compared isomer or geometry (same formula, charge and spin)	433.45	kJ/mol
frontier orbital gap	0.3053	Eh
molecular weight	116.2	g mol⁻¹
structure (SMILES)	CC(C)=C/C=C/O.O
LUMO level	0.7	eV
2S+1	1
total charge	0

Structure (XYZ):
```
20
Properties=species:S:1:pos:R:3:forces:R:3
C 0.74892 1.18404 -2.05289 -0.89 -1.86 -0.31
C 0.75686 0.57506 -0.63013 1.32 0.60 0.32
C 1.67258 1.36074 0.22989 3.43 -0.46 1.63
C 0.10975 -0.50751 -0.18817 -2.67 -0.66 -4.52
C -0.20127 -1.10812 1.05408 0.07 -0.54 0.57
C -0.28638 -0.39001 2.15584 1.28 2.95 -1.17
O -0.12129 -1.01828 3.27973 -0.13 0.22 5.69
H 1.63305 1.64412 -2.51951 0.36 -0.14 1.23
H 0.60539 0.29126 -2.81062 -1.08 2.10 1.22
H 0.04805 2.05335 -1.85894 0.03 -1.12 -1.43
H 1.91513 0.94084 1.25076 -1.09 0.22 -0.78
H 1.43882 2.45047 0.41386 0.47 -1.04 -0.74
H 2.76050 1.12004 -0.19730 -2.01 1.50 0.32
H -0.52865 -1.02570 -0.99845 1.26 0.71 0.68
H -0.35017 -2.20647 1.14691 0.38 0.89 -0.22
H -0.19897 0.75700 2.18116 -0.36 -1.84 -0.21
H -0.07245 -0.40546 4.10064 -0.40 -1.52 -2.29
O -2.28949 -0.50098 -3.00455 2.94 -6.10 5.24
H -2.69175 -0.39291 -3.74331 -4.03 1.57 -7.37
H -2.07544 0.24234 -2.57832 1.11 4.51 2.12
```
Positions in Å, forces in eV/Å.

=====

[4]
ORCA calculation (ωB97M-V with the def2-TZVPD basis set) on a 7-piece molecular cluster, C4H22NO9 overall.

Calculated values
energy relative to the best compared isomer or geometry (same formula, charge and spin)	0.00	kJ/mol
frontier orbital gap	0.4210	Eh
molecular weight	228.2	g mol⁻¹
LUMO level	-2.7	eV
2S+1	1
total charge	+1

Structure (XYZ):
```
36
Properties=species:S:1:pos:R:3:forces:R:3
O 0.02409 0.87606 2.79835 -0.28 0.30 -0.09
C 0.85423 1.01868 1.93492 0.28 -0.89 0.21
O 2.09353 1.32502 2.26271 0.27 0.15 -0.06
C 0.49651 0.67164 0.47453 0.46 1.09 1.27
C 0.19141 2.09339 -0.20466 0.33 -0.18 0.72
C -1.24757 2.46886 -0.43867 -0.58 -0.48 -0.38
O 0.83382 3.09505 0.56814 0.44 0.15 0.14
N -0.63894 -0.27659 0.62101 -0.40 1.01 -1.22
H 2.65680 1.54588 1.50825 -0.13 0.02 -0.09
H 1.33976 0.25342 -0.05587 0.00 -0.42 -0.07
H 0.83581 2.09754 -1.07280 -0.54 -0.18 -0.68
H -1.87104 2.59155 0.44647 0.43 0.11 0.43
H -1.82410 1.72820 -0.99723 0.26 0.00 -0.42
H -1.26921 3.41411 -0.96918 -0.04 0.04 -0.19
H 0.27951 3.50987 1.23800 -0.29 -0.16 -0.08
H -0.75873 -0.97560 -0.14731 0.05 0.32 0.02
H -1.44631 0.34442 0.72156 -0.56 -0.62 -0.16
H -0.64868 -0.84177 1.45859 0.49 0.05 0.57
H 2.31864 0.39355 -3.03455 0.12 0.04 -0.01
H 1.61564 -0.71147 -2.26163 0.19 -0.19 -0.26
O 2.09078 0.12160 -2.14045 -0.29 0.03 0.17
H -4.04803 -1.27945 0.73389 0.10 -0.07 -0.28
H -3.12851 -0.79740 1.80810 0.11 0.20 -0.08
O -3.11492 -1.08295 0.88395 -0.44 -0.34 0.28
H -1.44696 -2.93117 -0.85622 -0.01 -0.04 0.62
H -0.23857 -2.69362 -1.66635 0.84 -0.03 0.24
O -0.53208 -2.63017 -0.73947 -0.75 0.03 -0.93
H 2.40292 -2.97669 -2.41925 0.10 -0.18 -0.01
H 1.45769 -3.12887 -3.66791 0.23 -0.04 0.01
O 1.52279 -2.77513 -2.77613 -0.41 0.31 0.06
H 3.68558 -3.82328 -0.33872 0.28 -0.04 -0.21
H 2.85705 -2.58301 -0.34455 0.15 0.20 -0.03
O 3.61010 -2.97858 -0.80259 -0.51 -0.17 0.19
H -2.21960 1.90945 2.49949 -0.18 -0.03 0.60
H -3.71458 1.53050 2.81852 0.17 0.28 0.23
O -3.01880 1.49696 2.15703 0.11 -0.28 -0.50
```
Positions in Å, forces in eV/Å.

=====

[5]
ORCA calculation (ωB97M-V with the def2-TZVPD basis set) on C40H40IrN4P2S2 as an isolated structure.

Calculated values
energy relative to the best compared isomer or geometry (same formula, charge and spin)	379.68	kJ/mol
frontier orbital gap (spin up / spin down)	0.2221 / 0.2194	Eh
molecular weight	895.1	g mol⁻¹
LUMO level (spin up / spin down)	-5.7 / -5.8	eV
2S+1	2
total charge	+2

Structure (XYZ):
```
89
Properties=species:S:1:pos:R:3:forces:R:3
Ir -0.55413 0.25372 0.08761 -1.05 0.34 -2.83
S 1.24675 -1.43910 -0.74816 -0.65 0.19 0.18
P 2.39105 0.19073 -0.42388 0.03 0.72 0.30
C 1.24000 1.45906 -0.01312 0.34 -0.61 -0.23
P 0.74095 2.43207 -1.36722 0.37 0.30 0.96
S -0.31856 1.07228 -2.41760 -0.65 -0.61 1.33
C 1.95952 3.30154 -2.36314 0.01 -0.05 0.05
C 2.75448 4.25708 -1.72610 -0.03 0.02 0.03
C 3.64440 5.01667 -2.46613 0.01 -0.05 0.04
C 3.73761 4.82736 -3.84037 0.01 -0.04 -0.06
C 2.95002 3.87544 -4.47241 -0.01 -0.04 -0.01
C 2.05775 3.10596 -3.73415 0.09 0.01 -0.02
C -0.30266 3.75502 -0.72617 -0.07 0.03 -0.07
C -0.38526 4.00474 0.64005 -0.10 0.09 -0.01
C -1.18070 5.04780 1.10035 0.04 -0.02 -0.02
C -1.89252 5.82935 0.20045 -0.01 0.00 0.02
C -1.80437 5.58274 -1.16444 0.01 0.01 -0.06
C -1.00532 4.55006 -1.62970 -0.01 0.00 0.08
C 3.43136 -0.08259 1.03560 0.10 -0.10 -0.03
C 4.52034 -0.95388 0.94518 -0.06 0.03 0.14
C 5.33168 -1.16333 2.05049 -0.02 -0.03 -0.05
C 5.05678 -0.51208 3.24983 0.01 -0.04 0.00
C 3.96809 0.34306 3.34616 -0.05 -0.05 0.01
C 3.15278 0.56166 2.23847 0.04 -0.04 0.06
C 3.55793 0.41736 -1.78057 0.07 -0.03 0.12
C 4.68664 1.22037 -1.59500 -0.04 -0.05 -0.08
C 5.60647 1.35942 -2.62175 -0.02 0.08 0.04
C 5.40602 0.69647 -3.82756 0.00 0.03 -0.04
C 4.27897 -0.08939 -4.01788 -0.07 0.02 -0.01
C 3.34896 -0.23064 -2.99539 0.12 0.03 0.00
H 2.66373 4.41080 -0.65518 0.00 0.02 -0.04
H 4.26085 5.76092 -1.97744 -0.03 -0.03 -0.01
H 4.42883 5.42663 -4.42147 -0.05 -0.03 0.03
H 3.02591 3.73135 -5.54289 0.00 0.01 0.03
H 1.44240 2.36169 -4.22636 0.02 -0.01 -0.01
H 0.17225 3.38537 1.33058 0.03 -0.02 -0.02
H -1.23465 5.25975 2.16222 -0.01 -0.02 -0.05
H -2.51707 6.63753 0.56296 0.05 -0.02 -0.03
H -2.35191 6.20200 -1.86510 0.02 -0.04 0.04
H -0.92885 4.35380 -2.69489 -0.02 0.04 0.03
H 4.73170 -1.45644 0.00788 0.04 0.02 0.02
H 6.18840 -1.82256 1.97373 -0.05 0.03 0.01
H 5.70316 -0.66361 4.10570 -0.01 0.01 -0.03
H 3.77024 0.86224 4.27726 0.01 0.00 -0.05
H 2.31795 1.25257 2.28792 0.04 0.03 -0.06
H 4.85059 1.71619 -0.64498 0.02 0.02 -0.02
H 6.48420 1.97965 -2.48341 -0.05 -0.05 0.01
H 6.13746 0.79109 -4.62167 -0.05 0.01 0.04
H 4.12372 -0.59607 -4.96299 0.01 0.00 0.07
H 2.47849 -0.85845 -3.12792 -0.03 0.01 -0.03
N -0.03516 -3.28717 4.27537 0.18 0.16 -0.14
C 0.50242 -3.64186 2.91041 -0.05 -0.03 -0.19
C -0.15726 -2.74329 1.87743 -0.03 0.22 0.21
N 0.05573 -1.32230 2.15524 0.14 0.09 0.33
C -0.41587 -0.97667 3.49406 0.12 0.02 -0.12
C 0.20770 -1.83393 4.58988 -0.09 0.14 0.01
H 0.36983 -3.88526 4.99351 0.07 -0.05 0.07
H -1.04029 -3.45574 4.27652 -0.11 -0.09 0.07
H 0.29973 -4.69456 2.72023 -0.03 -0.01 0.08
H 1.58050 -3.48770 2.92899 0.03 0.02 0.10
H -1.23321 -2.93302 1.85042 -0.10 -0.01 -0.02
H 0.25261 -2.97461 0.90149 0.02 -0.04 -0.11
H 1.05174 -1.11450 2.06708 -0.04 0.08 -0.09
H -1.50833 -1.07656 3.51728 0.04 0.00 -0.02
H -0.18416 0.06679 3.70215 0.00 0.03 0.00
H -0.22280 -1.61505 5.56532 0.00 -0.07 0.04
H 1.28553 -1.68829 4.63525 0.06 -0.06 -0.02
N -4.29584 -0.44228 2.28224 -0.49 0.85 -0.26
C -5.10486 -1.43441 2.67725 -0.24 -0.21 0.38
C -4.81554 -2.53953 1.92043 -0.09 -0.52 -0.03
C -3.82727 -2.13428 1.02456 -0.28 -0.67 -0.63
N -3.56299 -0.85997 1.22783 0.35 0.74 0.22
H -4.53573 0.54466 2.29961 0.31 0.05 0.23
H -5.81867 -1.28149 3.47384 0.04 -0.01 -0.11
H -5.27180 -3.51496 1.98626 0.05 0.11 -0.02
H -3.38121 -2.63899 0.17927 0.19 -0.07 0.25
C -2.56853 -0.04694 0.65739 1.00 -1.04 0.53
C -2.46194 1.13736 0.16947 0.59 0.15 -1.03
C -3.32466 2.16757 -0.41991 -0.08 0.26 0.49
C -3.49582 2.30566 -1.79394 -0.12 -0.11 -0.06
C -4.42316 3.21204 -2.29040 0.05 -0.03 0.04
C -5.18055 3.99412 -1.42918 -0.01 -0.02 -0.07
C -5.00438 3.87181 -0.05976 -0.01 -0.01 0.12
C -4.07960 2.96912 0.44320 0.04 -0.09 0.04
H -2.93047 1.68074 -2.46665 0.04 0.03 -0.04
H -4.55346 3.30168 -3.36141 -0.01 -0.01 0.02
H -5.91415 4.68640 -1.82358 0.06 -0.01 0.01
H -5.59066 4.47499 0.62311 0.04 0.00 -0.04
H -3.93204 2.88833 1.51776 0.03 0.07 -0.06
```
Positions in Å, forces in eV/Å.